{
  "formula": "C45H49F13NO5P",
  "method": "the ωB97M-V functional and the def2-TZVPD basis",
  "homo_energy_ev": -8.28,
  "smiles": "CC(C)=CCC[C@H](C)CC[C@@]1(P(C)O)OC(=O)O[C@]1(CCC(N)=O)C(F)(F)C(F)(F)C(F)(F)C(F)(F)F.Fc1ccccc1.Fc1ccccc1.Fc1ccccc1.Fc1ccccc1",
  "fmax_ha_per_bohr": 0.11674,
  "total_energy_ha": -3814.41839,
  "symbols": ["C", "C", "C", "C", "C", "C", "C", "C", "C", "C", "C", "P", "C", "O", "O", "C", "O", "O", "C", "C", "C", "C", "N", "O", "C", "F", "F", "C", "F", "F", "C", "F", "F", "C", "F", "F", "F", "H", "H", "H", "H", "H", "H", "H", "H", "H", "H", "H", "H", "H", "H", "H", "H", "H", "H", "H", "H", "H", "H", "H", "H", "H", "H", "H", "H", "H", "F", "C", "C", "C", "C", "C", "C", "H", "H", "H", "H", "H", "F", "C", "C", "C", "C", "C", "C", "H", "H", "H", "H", "H", "F", "C", "C", "C", "C", "C", "C", "H", "H", "H", "H", "H", "F", "C", "C", "C", "C", "C", "C", "H", "H", "H", "H", "H"],
  "coordinates": [[6.072, -2.034, -0.612], [6.245, -1.805, 0.959], [7.521, -2.551, 1.642], [5.361, -1.012, 1.771], [4.099, -0.334, 1.050], [3.158, 0.536, 2.040], [1.693, 0.692, 1.321], [1.521, 2.226, 0.833], [0.520, 0.379, 2.371], [-0.803, -0.304, 1.769], [-0.653, -1.796, 1.190], [-1.112, -1.705, -0.649], [0.293, -0.902, -1.692], [-2.450, -0.613, -0.934], [0.649, -2.243, 1.634], [0.610, -2.809, 2.978], [1.560, -2.994, 3.760], [-0.776, -3.109, 3.127], [-1.515, -3.011, 1.841], [-2.973, -2.617, 2.472], [-4.034, -2.106, 1.386], [-4.444, -0.570, 1.489], [-5.447, -0.067, 0.488], [-4.052, 0.263, 2.341], [-1.499, -4.508, 1.340], [-1.064, -5.352, 2.436], [-2.875, -4.954, 1.147], [-0.758, -5.044, 0.055], [-1.410, -4.763, -1.202], [-0.975, -6.490, 0.134], [0.831, -4.950, -0.054], [1.307, -3.779, -0.748], [1.516, -5.148, 1.197], [1.447, -6.171, -0.965], [1.732, -7.329, -0.205], [0.731, -6.402, -2.152], [2.738, -5.675, -1.381], [5.817, -3.138, -0.826], [5.301, -1.361, -1.118], [7.099, -1.790, -1.094], [8.258, -1.765, 2.044], [7.209, -3.334, 2.415], [8.090, -3.121, 0.818], [5.581, -0.945, 2.899], [4.528, 0.347, 0.215], [3.539, -1.177, 0.506], [3.673, 1.560, 2.139], [3.092, 0.074, 3.082], [1.710, -0.063, 0.468], [0.438, 2.611, 0.979], [2.189, 2.938, 1.450], [1.844, 2.385, -0.266], [0.974, -0.149, 3.278], [0.172, 1.413, 2.771], [-1.584, -0.229, 2.625], [-1.187, 0.471, 0.993], [1.330, -1.252, -1.323], [0.174, -1.396, -2.735], [0.194, 0.233, -1.767], [-2.212, -0.102, -1.748], [-2.869, -1.772, 3.260], [-3.411, -3.493, 3.092], [-5.009, -2.708, 1.576], [-3.673, -2.448, 0.355], [-5.259, -0.463, -0.446], [-6.368, -0.423, 0.811], [9.561, -2.220, -0.154], [10.766, -1.851, 0.309], [11.270, -2.452, 1.452], [12.521, -2.073, 1.929], [13.249, -1.089, 1.264], [12.731, -0.489, 0.120], [11.485, -0.875, -0.364], [10.685, -3.210, 1.961], [12.928, -2.543, 2.819], [14.222, -0.791, 1.639], [13.297, 0.280, -0.395], [11.070, -0.424, -1.258], [-2.758, 4.189, -2.445], [-4.063, 3.898, -2.565], [-4.702, 3.202, -1.550], [-6.056, 2.905, -1.673], [-6.753, 3.298, -2.813], [-6.099, 3.992, -3.828], [-4.749, 4.299, -3.701], [-4.142, 2.897, -0.673], [-6.567, 2.367, -0.881], [-7.808, 3.062, -2.910], [-6.642, 4.294, -4.718], [-4.227, 4.846, -4.477], [-8.810, 0.308, 1.957], [-8.421, 0.480, 3.233], [-7.167, 1.007, 3.497], [-6.767, 1.189, 4.816], [-7.621, 0.831, 5.857], [-8.877, 0.298, 5.579], [-9.282, 0.126, 4.260], [-6.513, 1.272, 2.674], [-5.790, 1.609, 5.034], [-7.306, 0.970, 6.886], [-9.540, 0.016, 6.391], [-10.259, -0.280, 4.025], [-4.530, 7.427, -5.178], [-3.739, 7.249, -6.247], [-4.055, 6.266, -7.174], [-3.237, 6.084, -8.284], [-2.106, 6.880, -8.451], [-1.795, 7.860, -7.512], [-2.618, 8.049, -6.407], [-4.935, 5.650, -7.024], [-3.480, 5.324, -9.019], [-1.466, 6.735, -9.316], [-0.912, 8.476, -7.642], [-2.396, 8.813, -5.671]]
}